Formula: C21H56F6HfO21PS7
Source: OMol25
Level of theory: ωB97M-V/def2-TZVPD

Values from the calculation:
Highest occupied orbital energy   -15.525 eV
Energy above the lowest of the compared OMol25 structures with the same formula, charge and spin   14.0 kJ/mol
E   -6188.481361 Ha
Lowest unoccupied orbital energy   -13.63 eV
Charge   +3
Frontier orbital gap   0.0695 Ha

Geometry as XYZ:
```
113
Properties=species:S:1:pos:R:3:forces:R:3:mulliken_charge:R:1
Hf -1.7494 -6.2556 -30.2797 2.29 7.44 7.22 1.662
P -1.0464 -3.4953 -27.4687 1.97 1.60 2.26 2.216
F -1.2534 -4.8497 -28.4629 -1.46 -2.09 -2.78 0.539
F -1.1754 -4.4921 -26.2475 -1.29 -1.13 0.50 -0.399
F 0.5130 -3.9249 -27.4506 0.56 0.10 -1.28 -0.563
F -0.6873 -2.3484 -26.4627 -0.63 1.15 -0.57 -0.428
F -0.7730 -2.6008 -28.8189 -1.00 -0.79 1.17 -0.271
F -2.6443 -3.2446 -27.4104 1.08 0.06 -1.07 -0.352
O -0.5371 -7.2400 -28.3921 -1.60 -0.14 -2.38 -0.241
S 0.5090 -7.7396 -27.4913 4.33 0.36 3.47 0.782
O 1.8457 -8.0204 -28.0273 -3.35 0.00 0.61 -0.461
O 0.6823 -6.5067 -26.4086 -1.67 -1.41 -2.72 -0.014
C 1.5898 -6.7344 -25.3331 1.12 1.59 1.55 -0.309
C 1.6402 -5.4309 -24.4706 -0.56 0.25 -0.50 -1.210
C -0.1868 -9.0501 -26.2999 -0.39 0.69 -0.17 -0.970
H 2.5783 -6.9108 -25.7570 -0.08 -0.51 0.22 0.320
H 1.1864 -7.5113 -24.6835 0.47 -0.31 -0.18 0.378
H 1.7373 -4.5083 -25.0428 0.01 -0.27 -0.59 0.210
H 2.4711 -5.3552 -23.7692 -0.02 -0.76 0.02 0.454
H 0.7037 -5.2937 -23.9300 0.04 -0.23 0.15 0.324
H -1.1094 -9.4892 -26.6793 0.30 -0.09 -0.42 0.455
H -0.4538 -8.5123 -25.3902 -0.11 0.55 -0.33 0.107
H 0.5145 -9.7791 -25.8939 0.47 -0.05 -1.05 0.418
O -1.2687 -2.8822 -33.3436 -0.12 -0.47 -0.31 -0.578
S -1.2383 -2.7282 -31.9411 1.96 4.14 -0.21 0.816
O -1.5872 -3.9173 -31.1450 -0.29 -2.56 0.89 -0.866
O 0.3131 -2.2611 -31.4723 -3.63 -2.98 0.75 -0.083
C 0.8930 -1.1330 -32.0354 2.45 2.07 -0.70 -0.100
C 2.4216 -1.2036 -31.6917 -0.58 -0.30 -0.39 -1.281
C -2.2389 -1.2328 -31.4708 -0.41 -0.91 0.26 -0.900
H 0.5412 -0.1725 -31.6587 -0.46 -0.25 0.80 -0.001
H 0.7084 -0.9906 -33.1001 0.21 -0.88 -0.27 0.509
H 2.9198 -0.4382 -32.2867 0.12 0.01 0.26 0.486
H 2.8932 -2.1641 -31.8995 -0.37 -0.09 -0.75 0.229
H 2.6528 -1.1057 -30.6311 -0.45 0.72 0.09 0.326
H -3.2740 -1.4148 -31.7596 0.12 -0.41 -0.10 0.460
H -1.9313 -0.3511 -32.0331 0.65 -0.35 -0.11 0.487
H -2.2337 -1.0511 -30.3960 0.38 -0.18 -0.04 0.186
O -3.6885 -4.7735 -29.6998 1.71 -1.91 -1.41 -0.896
S -4.8314 -3.8503 -29.6936 -4.66 3.87 -0.25 1.499
O -4.7549 -2.4510 -30.2685 0.42 -5.00 1.64 -0.672
O -6.0950 -4.7013 -30.3562 3.15 1.01 0.60 -0.202
C -7.3592 -4.0810 -30.6702 -2.79 -0.35 -1.33 -0.299
C -8.3782 -3.8832 -29.5349 0.38 -0.27 -0.06 -1.086
C -5.5488 -3.8297 -27.9972 0.24 0.17 -0.08 -1.050
H -7.7230 -4.8100 -31.3944 -0.21 -0.27 0.23 0.344
H -7.3600 -3.1979 -31.3092 1.12 0.37 0.42 0.338
H -9.4239 -3.7393 -29.8066 0.26 0.79 -1.27 0.425
H -8.0676 -2.9946 -28.9854 -0.39 -0.40 0.63 0.250
H -8.6376 -4.7921 -28.9920 1.20 -0.09 0.78 0.305
H -4.8173 -3.7740 -27.1910 0.13 0.11 -0.40 0.240
H -6.1906 -4.7043 -27.8916 0.43 -0.19 -0.27 0.496
H -6.2246 -2.9749 -27.9713 0.38 0.23 -0.16 0.415
O -3.1245 -6.7757 -28.0880 1.24 -0.28 -1.98 -0.075
S -3.9974 -7.3467 -27.0763 -3.43 -1.49 2.88 0.884
O -5.4312 -6.9869 -27.1187 3.53 -0.99 -0.26 -0.639
O -3.7676 -9.0415 -27.1001 1.73 5.42 -1.90 -0.162
C -4.7923 -9.7659 -26.5347 -1.14 -2.58 1.22 -0.158
C -4.0769 -11.0518 -26.1767 0.59 -0.07 1.02 -1.265
C -3.3304 -6.9851 -25.3671 0.08 -0.86 -0.43 -0.423
H -5.5916 -9.9427 -27.2544 -0.23 0.39 0.32 0.273
H -5.0764 -9.3428 -25.5712 -0.69 0.28 -0.30 0.376
H -3.5647 -11.5286 -27.0124 -0.51 -0.23 -0.04 0.317
H -4.6489 -11.7149 -25.5277 -0.37 -0.24 -0.67 0.420
H -3.2919 -10.7425 -25.4866 0.37 0.03 0.04 0.279
H -3.2890 -5.9364 -25.0727 -0.03 0.06 -0.65 0.152
H -2.3758 -7.5001 -25.2596 0.22 0.46 -0.53 -0.023
H -3.9284 -7.5205 -24.6296 -0.72 0.06 -0.41 0.488
O 2.0897 -4.6762 -32.0732 -1.60 -0.92 2.45 -0.493
S 1.8111 -5.1148 -30.7067 6.66 -0.04 -2.38 0.630
O 0.4421 -5.4176 -30.2632 -2.68 -1.98 -0.28 -0.298
O 2.7403 -6.5209 -30.4305 -4.43 2.31 -1.02 -0.226
C 4.1183 -6.4360 -30.7009 3.33 -0.40 2.63 -0.502
C 4.6769 -6.8046 -29.2438 -0.37 -0.53 -0.69 -0.643
C 2.6137 -3.9342 -29.5256 -1.77 -0.58 0.23 -0.404
H 4.5545 -5.4677 -30.9460 -0.78 0.34 -0.21 0.299
H 4.4874 -7.1211 -31.4640 -0.72 -0.16 -0.03 0.450
H 4.0303 -6.2866 -28.5354 0.34 0.30 0.07 0.007
H 5.7291 -6.6629 -28.9970 -0.03 0.48 -0.53 0.391
H 4.4995 -7.8558 -29.0167 -0.14 -0.12 -0.33 0.291
H 3.5856 -3.5757 -29.8647 -0.20 -0.46 -0.37 0.659
H 2.6235 -4.4530 -28.5670 0.22 0.00 -0.10 0.167
H 1.8870 -3.1273 -29.4313 0.09 0.12 -0.13 -0.144
O -5.4191 -0.7438 -22.1083 0.49 -1.71 0.25 -0.617
S -4.8651 -1.8003 -21.2742 -1.24 0.79 2.43 1.174
O -5.7119 -2.7530 -20.5696 1.27 0.91 -1.73 -0.614
O -3.7357 -2.6220 -22.0709 -0.17 1.05 -0.60 -0.291
C -2.8181 -1.7993 -22.8699 1.14 -1.45 -0.28 -0.343
C -1.8269 -2.7827 -23.4665 0.02 -0.54 -0.51 -0.565
C -3.8385 -0.9130 -20.0693 0.23 0.74 -1.11 -0.929
H -2.2200 -1.1087 -22.2754 -0.60 0.21 0.31 0.339
H -3.2405 -1.2971 -23.7401 -0.86 0.15 0.60 0.331
H -1.1189 -3.2617 -22.7901 0.08 0.53 0.29 0.445
H -1.3236 -2.2750 -24.2892 0.34 -0.06 0.27 0.151
H -2.3256 -3.6367 -23.9248 -0.44 0.08 -0.14 -0.100
H -3.7736 0.0241 -20.6222 0.39 0.23 0.29 0.354
H -2.8351 -1.3337 -20.0027 -0.27 -0.23 0.22 0.291
H -4.2582 -0.6517 -19.0979 -0.38 -0.70 -0.20 0.371
O -2.2208 2.2283 -29.4054 1.38 0.14 1.23 -0.614
S -1.1334 2.7290 -28.5484 -1.65 -1.85 -1.09 1.203
O -1.2027 4.1228 -28.2002 1.15 -1.77 0.02 -0.566
O -1.0704 1.8372 -27.1460 0.92 3.01 -1.37 -0.442
C -1.4029 0.4897 -27.0335 0.35 -0.60 0.69 0.449
C -2.8674 0.3399 -26.9512 -0.94 -0.78 -0.76 -0.903
C 0.4163 2.0619 -29.4217 -0.66 1.30 0.74 -0.798
H -0.9025 0.1738 -26.1181 0.00 0.06 0.12 0.261
H -0.9954 -0.1740 -27.7961 0.19 0.33 -0.55 -0.246
H -3.2602 0.6427 -27.9218 -0.34 0.15 0.13 0.405
H -3.3639 0.9043 -26.1619 0.23 -0.11 0.03 0.348
H -3.0438 -0.7333 -26.8777 -0.44 -0.10 0.36 -0.024
H 0.8986 1.2987 -28.8109 -0.08 0.30 0.14 0.279
H 1.0256 2.9564 -29.5510 0.30 -0.25 0.04 0.461
H 0.1486 1.6586 -30.3983 -0.38 0.24 0.25 0.115
```
Positions in Å, forces in eV/Å.